[1]
The following is a quantum chemistry calculation of a molecular structure, C18H30As2BCoF4N2O8 at a distorted geometry, from the OMol25 dataset.

- E_HOMO (spin up / spin down) (eV) = -12.08 / -12.08
- Kohn-Sham gap (spin up / spin down) (Eh) = 0.28300 / 0.28747
- LUMO (spin up / spin down) (eV) = -4.383 / -4.262
- charge = +1
- 2S+1 = 2

XYZ file:
```
66
Properties=species:S:1:pos:R:3:mulliken_spin:R:1
H -0.72281 2.51621 -2.71495 0.000
O 2.82319 2.80251 -2.01675 0.000
C 2.75709 -1.39849 -3.59815 0.000
C 0.30789 1.23081 1.67595 0.001
Co -2.09081 -0.23649 0.87815 0.991
H -4.92781 -1.13689 3.76695 -0.002
H -4.79691 -3.60939 0.36385 0.000
H 2.82059 -0.32719 -3.39825 0.000
H 0.67069 1.50781 -3.22075 -0.001
H 3.10449 -3.21679 1.56635 0.000
O -0.42821 0.26621 1.95815 0.016
C 1.00159 -1.54809 -1.93265 -0.002
N -3.37051 -0.29179 2.63135 -0.013
O -0.00291 -2.12729 -1.54325 0.000
O 4.67599 -0.78019 -1.46665 0.000
C 1.70359 2.29951 -0.02645 0.002
H 4.80379 3.07971 -0.14165 0.000
H 4.94859 1.66481 -1.21405 0.000
C 2.57929 -0.12049 -0.61835 0.002
H -3.16621 -2.04719 -0.60135 0.000
C -4.90321 -2.04869 1.81005 0.004
H -1.56841 -2.35989 -0.40695 0.003
O 3.82359 -2.07149 0.09735 0.000
H 5.68879 1.64771 0.38295 0.000
H 3.66659 -1.88729 -3.24385 0.000
C 0.74779 1.52561 3.97725 0.000
H 2.65729 -1.57779 -4.66705 0.000
H -2.20151 -3.14179 1.91985 0.000
H 1.57309 1.96501 4.53095 0.000
H -0.99691 0.91711 -3.40995 0.000
H 0.75229 0.44021 4.08205 -0.001
H -4.43581 -4.13489 2.00465 0.000
C 2.74799 -2.39009 0.95735 0.000
F -2.63641 1.90601 0.81015 0.007
C -4.18831 -1.45109 3.02365 -0.001
H -2.86191 0.05651 3.44255 0.001
H -0.19801 1.92711 4.34225 0.000
H -4.93511 -1.29479 1.02525 -0.003
F -2.77821 2.02001 -1.44115 0.000
C 4.82419 1.99201 -0.18685 0.000
H 1.86719 -2.70829 0.39275 0.000
C -4.26981 -3.33689 1.27985 0.000
B -3.54371 1.82391 -0.32615 -0.004
C 1.75659 3.09381 -1.26605 -0.002
H 2.48379 -1.54439 1.60455 0.000
N -2.43041 -2.14039 0.10135 0.003
H 2.38089 3.23401 -3.99875 0.000
C 3.76249 -1.02619 -0.72505 0.000
H -2.46391 -4.21229 0.53965 0.000
H -5.93391 -2.27849 2.07755 0.000
O 0.94329 1.90411 2.61705 0.000
H -4.00391 0.46011 2.35025 0.001
C -2.77061 -3.26169 0.99385 -0.001
H 2.73319 4.63321 -2.96605 0.000
As 3.20629 1.30121 0.68825 0.000
As -0.38731 0.67111 -1.00165 -0.018
H -3.54171 -2.19559 3.48785 0.000
F -3.87781 0.42321 -0.28865 0.019
O 1.61899 -1.99759 -2.99495 0.000
F -4.59941 2.60431 -0.16115 0.000
C -0.32451 1.50461 -2.77995 -0.003
C 0.51659 1.74981 0.34015 0.003
O 0.94099 3.93411 -1.54255 0.000
H 4.06109 3.52051 -3.44675 0.000
C 1.39859 -0.32299 -1.19025 -0.001
C 3.00889 3.60001 -3.18315 0.000
```

=====

[2]
The following is a quantum chemistry calculation of a molecular structure, C18H30Br3Cl6CuO7 at a distorted geometry, from the OMol25 dataset.

- E_HOMO (spin up / spin down) (eV) = -11.96 / -11.96
- Kohn-Sham gap (spin up / spin down) (Eh) = 0.30608 / 0.22624
- LUMO (spin up / spin down) (eV) = -3.627 / -5.800
- charge = +1
- 2S+1 = 2

XYZ file:
```
65
Properties=species:S:1:pos:R:3:mulliken_spin:R:1
Br -5.18334 4.06437 3.35880 0.000
H -1.17852 -1.04102 -1.17532 0.043
Br -5.08648 0.96241 2.85653 0.000
O 0.78886 -0.93175 -0.53204 0.782
H -1.99600 1.70399 -2.01936 0.000
C 3.03372 4.73782 0.49094 0.000
H 1.75673 4.56866 2.29469 0.000
C -0.98837 -1.96019 4.05720 0.001
H -1.22048 -3.00751 4.23700 0.000
O -4.03179 -3.41084 -6.10046 0.000
C -2.41271 -1.59498 -3.71473 -0.001
H 5.40308 -1.76007 4.23123 0.000
H -1.36550 -1.89744 -3.65763 0.000
Cu 2.76572 -0.32821 -1.35690 0.029
H 0.71750 2.95515 1.04528 0.001
Cl -2.47004 -1.02052 4.16986 0.000
H 3.31046 3.76228 2.42085 0.000
H -0.81196 -1.84304 0.23732 0.164
C -1.03698 0.20910 0.63540 0.035
C -0.08399 -3.72390 -1.76898 0.000
H 4.10227 4.93105 0.52578 0.000
O -3.17040 -2.68383 -4.21260 0.000
H 2.75230 -2.48179 4.71645 0.000
H -1.99906 -0.06573 1.07302 -0.010
C -0.53799 -0.90015 -0.29040 -0.057
Cl -1.11539 2.68713 -3.98736 0.000
O 2.24573 1.72986 -1.00075 0.000
H -0.26875 0.50002 1.34383 0.003
H 0.13797 -2.66417 -1.79163 -0.004
C 3.56270 -1.31254 1.79006 -0.001
Cl 0.19885 -1.45346 5.26578 0.000
H 2.46831 5.64969 0.31746 0.000
O 2.91881 3.79706 -0.60421 0.000
H 1.79910 -0.55694 2.86289 -0.001
C -3.09003 -1.15797 -6.01111 0.000
C 2.32544 2.67336 -0.25059 0.000
O 4.70302 -1.75291 2.27009 0.000
C -3.48871 -2.53872 -5.51645 0.000
H 0.56298 -4.24186 -1.07328 0.000
H 1.91920 1.85572 1.70035 0.000
H -0.57468 -1.94152 3.05175 0.000
H -3.22454 2.61456 2.70145 0.000
C -2.49579 -0.48304 -4.79916 0.000
C -1.08538 2.25360 -2.23756 0.000
C 2.50018 4.00323 1.73595 0.000
C 2.44150 -1.42794 2.79978 -0.002
Cl 0.21796 -4.37504 -3.39948 0.000
H -2.74364 -1.26304 -2.73383 0.000
H -2.41840 -1.28585 -6.85772 0.000
H -1.34272 1.08208 0.04488 0.009
Br -4.18402 2.95073 0.44848 0.000
H 3.19247 -0.79428 4.70605 0.000
C 3.19486 -1.70265 4.10452 0.000
C 4.57792 -2.16764 3.65909 0.000
Cl -1.11806 3.66948 -1.22909 0.000
Cl -1.77192 -3.89355 -1.23962 0.006
H -4.00745 -0.70029 -6.37946 0.000
H -0.19289 1.65252 -2.13381 0.001
H -1.46072 -0.16727 -4.96106 0.000
H -2.93467 0.46139 -4.48179 0.000
H 4.61432 -3.25556 3.62868 0.000
C -4.25341 2.65542 2.37915 0.000
H 1.83183 -2.29031 2.51792 0.002
O 3.50943 -0.84265 0.68146 -0.003
C 1.79157 2.78951 1.15639 0.000
```

=====

[3]
The following is a quantum chemistry calculation of 8 unconnected molecules or ions with the total composition C18H30Cl10F8O3 at a distorted geometry, from the OMol25 dataset.

- E_HOMO (eV) = -9.55
- Kohn-Sham gap (Eh) = 0.36451
- LUMO (eV) = 0.366

XYZ file:
```
69
Properties=species:S:1:pos:R:3:mulliken_charge:R:1
H 2.67687 4.94201 -3.46543 0.269
H -4.63861 1.52325 -1.87361 0.217
H -2.63774 -5.58912 1.22964 0.175
C -0.40775 0.46763 -0.21072 0.351
C 0.91343 -4.33130 0.40437 0.919
Cl -1.86904 -3.36709 -4.91707 -0.152
H 4.00272 4.53716 -4.22842 0.354
H -0.43642 2.51445 -0.13982 0.121
C 1.66062 4.95019 1.16390 0.021
C -3.02035 2.52586 -2.77374 0.136
O 0.07298 -5.25618 1.05557 -0.439
C -0.33497 1.72139 0.60103 -0.364
H -0.95178 0.66363 -1.13469 -0.248
Cl 2.28687 4.10331 2.62218 -0.145
O 1.00549 1.71647 1.21377 -0.264
C -0.00057 -5.16574 2.54919 -0.294
F 0.44391 -3.02065 0.42594 -0.139
C 0.97539 -4.78257 -1.09111 0.141
Cl 6.75464 1.56879 1.72316 -0.168
O -2.29274 3.29290 -1.79116 -0.392
H -1.19615 1.68696 1.26831 0.188
H 0.86200 5.63986 1.43710 0.337
H -5.19896 3.20095 -0.40091 0.326
H 0.66225 0.02358 3.35998 -0.204
F -2.75995 -4.17226 2.49035 -0.220
H -3.00287 2.90967 0.18632 0.160
H 1.26831 1.01397 -1.33984 0.132
F -1.40114 -5.85946 4.29983 -0.306
F -1.14496 -7.28647 2.79627 -0.293
Cl 1.77867 -2.00238 3.30062 -0.152
H 4.62844 2.23319 2.29673 -0.051
Cl 2.15708 3.39808 -5.28006 -0.159
Cl 3.34717 2.84307 -2.48011 -0.094
C -4.46660 2.50406 -2.31694 -0.524
C -4.50597 3.56045 -1.16159 -0.682
C -2.53703 -5.48809 2.31027 0.159
H 5.83020 3.26962 3.02192 0.337
Cl -1.13328 -1.49511 3.43863 -0.138
H -5.16041 2.72703 -3.12750 0.370
H 2.80222 0.83778 0.81820 0.324
H 0.85100 -5.62105 3.05478 0.383
C -3.09809 3.62647 -0.62930 -0.235
H 1.56462 -0.18392 1.43561 -0.913
Cl 5.34150 3.92931 0.75044 -0.117
H -0.82453 -0.34442 0.38508 0.133
H 0.51244 -0.71202 4.82839 0.413
H -0.02158 -4.17732 3.00819 -0.112
C -1.04608 -2.18430 -3.99518 0.113
C 1.04755 0.26824 -0.57614 -0.602
C 0.49907 -0.97302 3.77018 0.127
C 3.10973 4.02633 -3.86825 -0.377
C -1.27599 -6.01491 3.00739 0.898
C 1.73096 0.64796 0.75120 0.801
H 0.03586 -4.56214 -1.59787 0.175
H -4.93874 4.47628 -1.56417 0.266
H -2.89197 4.59900 -0.18231 0.354
H -2.58037 1.53006 -2.82746 -0.286
Cl -2.19600 -1.09197 -3.07450 -0.150
F 2.17997 -4.36938 0.89780 -0.275
H 1.43380 4.17662 0.43025 -0.075
C 5.55974 2.76267 2.09566 -0.008
H 1.41301 -0.70711 -0.89744 0.380
H -0.48159 -1.48848 -4.61590 0.304
F -3.62860 -6.16687 2.65801 -0.279
Cl 2.89337 6.06546 0.60313 -0.156
H -2.87900 3.00821 -3.74093 0.303
H -0.39169 -2.75982 -3.34047 -0.133
F 1.13796 -6.16040 -1.26615 -0.291
F 1.91157 -4.15846 -1.78027 -0.248
```

=====

[4]
The following is a quantum chemistry calculation of a molecular structure, C18H30ClI2N4O4, from the OMol25 dataset.

- E_HOMO (eV) = -11.77
- Kohn-Sham gap (Eh) = 0.28777
- LUMO (eV) = -3.941
- charge = +1

XYZ file:
```
59
Properties=species:S:1:pos:R:3:mulliken_charge:R:1
H -2.37342 0.13366 3.28846 0.186
N -2.74817 4.46734 -4.82383 -0.384
C -2.72273 0.73735 1.25435 -0.317
I -4.61118 -4.00669 0.66892 0.199
I -1.99366 -2.85269 2.96847 0.235
H -0.52160 -3.71405 0.30695 0.589
C 0.02674 -1.65056 0.14400 0.644
H -2.73835 3.07740 3.42932 0.334
H 4.61808 -2.43254 -0.90766 0.390
O 1.73808 1.47933 -0.32418 -0.460
H -0.14810 -3.13699 -3.01176 0.314
H -2.88524 3.30710 -1.82697 0.150
O -4.40818 3.34773 -3.75780 -0.624
H -2.80627 -1.10827 -1.35607 0.267
H -3.31402 4.53195 -5.64921 0.232
C -3.31760 -2.06139 -1.23856 -1.427
N 0.78159 0.56046 -0.00570 0.548
N -2.49110 3.76295 -2.62950 -0.201
O -0.51173 -3.15711 -2.11617 -0.270
H -1.48602 2.09121 4.14878 0.336
O 0.66459 -3.46316 -1.34764 -0.330
Cl -3.18126 2.19676 0.33613 -0.322
C -0.39876 1.02688 0.42236 -0.449
C -3.18110 -2.58971 0.16308 0.377
H -2.91453 -2.79781 -1.93685 0.302
C 3.86150 2.34979 0.42124 -1.377
H -1.32056 2.66379 2.48745 0.263
H -1.56608 4.14464 -2.58449 0.151
C 1.04207 -0.75837 -0.17149 -0.303
H 1.92648 2.78587 1.29026 0.438
C 3.36059 -1.30714 0.36546 -0.673
H 4.06478 2.05395 -0.60527 0.364
C 5.33318 -2.66770 1.10189 -1.259
H -1.83293 4.87409 -4.82635 0.160
H 5.22284 -1.94800 1.91282 0.364
C 4.17970 -2.54733 0.08403 -0.270
H 2.20163 -1.91838 -1.24405 0.592
H 5.35559 -3.65824 1.54930 0.374
H 4.01736 -0.43598 0.36602 0.255
H 6.29829 -2.50470 0.63112 0.285
H -3.49560 0.00661 1.03216 0.437
H 2.91125 -1.35662 1.36357 0.376
H -0.52342 2.09645 0.47382 0.761
C -2.74926 1.01122 2.76306 -0.387
C -2.23524 -2.17210 0.99721 -1.241
H -3.80363 1.09626 3.02487 0.500
H -4.37117 -1.95222 -1.48345 0.583
C -2.02492 2.28431 3.22405 -1.152
N 2.28910 -1.10238 -0.65041 -0.156
C 0.32936 -3.11870 -0.02277 -1.238
H 3.56672 -3.44687 0.10078 0.232
C -3.29306 3.82994 -3.74406 0.601
H 1.19882 -3.40410 0.56988 0.267
C -1.40949 0.17973 0.75989 -0.161
C 2.46299 1.94552 0.85178 -0.031
H 2.49834 1.13052 1.57406 0.263
H 4.60290 1.87424 1.06052 0.341
H 4.01643 3.42230 0.50308 0.356
C -1.19059 -1.19955 0.62510 0.967
```